Below is a molecular structure, C31H43N5O4RuS3SbSi, with properties calculated with ωB97M-V/def2-TZVPD.

Last column: Löwdin spin population.
Element x y z (Å)
1 Sb -2.16 0.48 -3.70  0.067
2 Ru -1.00 -0.79 -0.94  -0.071
3 S -2.19 -1.73 -2.94  0.066
4 S -1.26 0.29 -5.91  0.819
5 S -0.19 0.81 -2.28  0.117
6 Si -1.32 -3.38 1.22  -0.003
7 O -1.36 -2.52 -0.17  -0.032
8 O 2.15 0.62 3.17  0.000
9 O -0.48 3.72 2.07  0.000
10 O -2.46 2.78 -0.49  0.003
11 N 2.53 -1.24 -3.78  0.001
12 N -2.17 1.64 2.36  -0.001
13 N -0.09 0.76 1.92  -0.003
14 N -1.85 0.34 0.46  -0.004
15 N 4.35 -1.56 -5.54  0.001
16 C 2.95 -1.59 0.34  -0.001
17 C -1.37 0.90 1.55  -0.002
18 C 3.27 0.44 4.02  0.000
19 C -3.49 1.90 -0.48  0.003
20 C 4.93 -1.07 -4.30  0.000
21 C -1.54 -2.30 2.75  -0.001
22 C -2.14 1.98 4.77  0.000
23 C -4.17 -0.34 0.12  0.002
24 C 3.13 -0.90 1.53  0.000
25 C 0.89 -0.03 1.31  0.001
26 C -1.71 2.34 3.50  0.000
27 C -1.71 2.68 5.89  0.000
28 C -5.45 -0.08 -0.35  0.000
29 C -3.19 0.64 0.07  0.000
30 C -2.65 3.99 -1.20  0.001
31 C 3.35 -0.59 -6.01  0.001
32 C -0.83 3.43 3.34  0.000
33 C 2.10 -0.12 2.02  0.000
34 C -2.76 -4.58 1.17  0.000
35 C -0.39 4.11 4.46  0.000
36 C 1.76 -1.49 -0.36  -0.001
37 C -5.74 1.16 -0.89  0.002
38 C 2.32 -0.32 -4.89  0.012
39 C 0.57 4.65 1.87  0.000
40 C 2.49 -2.61 -4.29  0.000
41 C 3.84 -0.99 -3.19  0.001
42 C -4.77 2.16 -0.95  0.001
43 C 0.70 -0.72 0.12  0.003
44 C -0.83 3.74 5.73  0.000
45 C 3.68 -2.83 -5.27  0.000
46 C 0.30 -4.29 1.37  0.000
47 H 2.88 -1.00 -6.90  0.000
48 H -1.68 4.49 -1.19  0.000
49 H -2.80 1.13 4.86  0.000
50 H 0.30 4.94 4.36  0.000
51 H 5.75 -1.73 -4.01  0.000
52 H -3.14 1.67 2.11  0.000
53 H 1.29 -0.44 -5.25  0.018
54 H 3.05 0.99 4.93  0.000
55 H 1.13 -3.58 1.48  0.000
56 H -3.90 -1.32 0.50  0.000
57 H 3.87 0.32 -6.31  0.000
58 H -6.20 -0.85 -0.32  0.000
59 H 3.76 -2.20 -0.05  0.000
60 H 4.42 -3.52 -4.86  0.000
61 H 4.07 -0.97 2.07  0.000
62 H -0.48 4.28 6.59  0.000
63 H 0.31 -4.97 2.23  0.000
64 H 1.64 -2.01 -1.31  0.000
65 H 1.47 4.35 2.40  0.000
66 H 2.40 0.70 -4.50  0.000
67 H 5.37 -0.08 -4.50  0.000
68 H 1.53 -2.75 -4.78  0.000
69 H -5.01 3.12 -1.38  0.000
70 H -3.39 4.63 -0.72  0.000
71 H -1.58 -2.94 3.64  0.000
72 H -2.05 2.39 6.87  0.000
73 H -2.74 -5.26 2.02  0.000
74 H -2.94 3.79 -2.24  0.001
75 H 4.02 -1.73 -2.41  0.000
76 H 0.17 1.16 2.81  0.000
77 H -3.71 -4.04 1.18  0.000
78 H 0.27 5.66 2.19  0.000
79 H 4.17 0.82 3.56  0.000
80 H 0.49 -4.88 0.47  0.000
81 H 3.83 -0.01 -2.71  0.000
82 H 3.33 -3.25 -6.22  0.000
83 H -2.47 -1.73 2.71  0.000
84 H 3.41 -0.62 4.27  0.000
85 H 2.54 -3.30 -3.45  0.000
86 H -6.73 1.37 -1.27  0.000
87 H -2.72 -5.17 0.25  0.000
88 H -0.71 -1.61 2.88  0.000
89 H 0.76 4.66 0.80  0.000

Summary:
net charge: 0
maximum force: 0.0144 Eh/bohr
HOMO-LUMO gap (alpha / beta): 6.0 / 5.5 eV
relative energy (zero: lowest compared OMol25 entry of this formula, charge and spin): 0.0 kJ/mol
highest occupied orbital energy (alpha / beta): -7.229 / -7.219 eV
E: -97989.422 eV
multiplicity: 2